Entry 1:
# C25H20AuGeNO2

A molecular structure, C25H20AuGeNO2 (ωB97M-V/def2-TZVPD, OMol25).

Computed properties:
ΔE to the lowest compared entry with this formula, charge and spin: 62.4 kJ/mol
Frontier orbital gap (alpha / beta): 5.97 / 8.19 eV
Spin multiplicity: 3
E_HOMO (alpha / beta): -0.2571 / -0.3450 Eh
<S²>: 2.043
Charge: 0
Largest force on an atom: 0.57 eV Å⁻¹

Structure (XYZ):
```
50
Properties=species:S:1:pos:R:3:forces:R:3
Au 0.633 0.781 -1.218 -0.01 -0.35 0.07
O -1.868 -2.195 -2.544 0.01 -0.12 -0.03
C -1.392 -1.324 -1.852 0.30 0.10 0.06
O -0.100 -1.085 -1.768 -0.52 0.18 -0.13
C -2.324 -0.517 -0.956 0.19 0.06 0.09
C -3.632 -0.944 -0.776 -0.01 -0.02 -0.04
C -4.414 -0.289 0.159 -0.06 0.00 -0.01
C -3.871 0.768 0.875 -0.01 0.01 0.04
C -2.572 1.157 0.596 0.04 -0.07 -0.17
N -1.819 0.528 -0.307 -0.16 0.06 0.07
H -3.989 -1.781 -1.359 0.00 0.00 0.04
H -5.437 -0.601 0.333 0.05 0.00 0.01
H -4.442 1.285 1.635 0.01 0.01 -0.05
H -2.110 1.996 1.106 -0.03 -0.03 -0.01
Ge 1.604 -0.719 0.479 0.29 0.15 0.38
C 0.181 -1.450 1.557 -0.24 0.02 -0.12
C -0.633 -2.480 1.079 0.05 -0.03 0.07
C -1.672 -2.966 1.860 0.04 0.05 0.02
C -1.895 -2.439 3.128 0.04 0.02 -0.03
C -1.076 -1.430 3.618 -0.01 -0.03 -0.03
C -0.048 -0.929 2.830 -0.04 -0.03 -0.06
C 2.662 -2.086 -0.378 -0.06 -0.03 -0.26
C 2.782 -2.237 -1.759 0.10 -0.06 0.10
C 3.528 -3.288 -2.278 -0.01 0.03 0.06
C 4.153 -4.189 -1.425 -0.01 0.03 0.02
C 4.034 -4.044 -0.049 0.00 0.01 -0.01
C 3.288 -2.996 0.475 0.02 0.03 -0.08
H 2.440 0.189 1.398 0.00 0.03 -0.09
H -0.454 -2.903 0.095 -0.02 0.04 0.09
H -2.311 -3.754 1.477 0.03 0.01 0.02
H -2.706 -2.819 3.737 0.02 0.00 -0.02
H -1.239 -1.032 4.612 -0.01 0.01 -0.02
H 0.580 -0.128 3.207 -0.02 -0.02 0.00
H 2.281 -1.548 -2.426 -0.01 -0.04 0.00
H 3.613 -3.408 -3.351 0.01 0.01 0.02
H 4.732 -5.008 -1.833 -0.02 0.02 0.01
H 4.517 -4.748 0.617 -0.01 0.02 -0.02
H 3.196 -2.892 1.552 0.00 -0.03 -0.03
C 1.481 2.501 -0.903 -0.22 0.22 -0.19
C 0.969 3.820 -0.942 0.11 0.00 0.21
C -0.426 4.093 -0.928 0.08 -0.11 0.00
C -0.899 5.388 -0.999 0.01 0.00 0.01
C -0.017 6.463 -1.085 0.00 -0.05 0.01
C 1.354 6.221 -1.093 0.00 0.01 0.01
C 1.843 4.933 -1.016 0.07 -0.08 0.01
H -1.121 3.262 -0.869 0.03 0.03 -0.02
H -1.969 5.566 -0.989 0.05 -0.01 -0.01
H -0.395 7.477 -1.143 0.02 -0.05 0.00
H 2.047 7.052 -1.159 -0.01 -0.02 0.01
H 2.912 4.748 -1.017 -0.06 0.04 -0.02
```
Positions in Å, forces in eV/Å.

=====

Entry 2:
# C7H5Cl5CuF12MgNaO12S4

A molecular structure, C7H5Cl5CuF12MgNaO12S4 at a distorted geometry (ωB97M-V/def2-TZVPD, OMol25).

Computed properties:
Frontier orbital gap (alpha / beta): 3.60 / 2.89 eV
Spin multiplicity: 2
E_HOMO (alpha / beta): -0.4227 / -0.4234 Eh
<S²>: 0.767
Charge: +1
Largest force on an atom: 4.19 eV Å⁻¹

Structure (XYZ):
```
48
Properties=species:S:1:pos:R:3:forces:R:3
Na 1.945 2.997 2.698 0.00 -0.21 -0.30
Cu 3.953 -1.215 -3.297 -0.71 0.32 0.01
Mg -1.927 1.787 -2.409 1.86 -1.50 -0.54
C -0.589 -2.983 1.131 2.34 1.57 -2.39
F -1.512 -2.449 1.883 -0.54 -0.53 0.86
F 0.441 -3.513 1.793 -0.58 0.49 0.59
F -1.032 -3.922 0.326 -0.85 -0.12 -0.03
S 0.111 -1.475 0.050 2.79 1.56 0.02
O -1.003 -0.955 -0.760 -1.02 0.25 0.09
O 0.635 -0.469 1.017 -1.31 -1.33 -0.47
O 1.198 -1.962 -0.805 -0.98 -0.54 0.72
C 3.075 4.998 -3.461 -1.15 0.19 -0.21
F 2.886 4.616 -4.778 0.71 0.81 2.05
F 4.339 5.408 -3.218 -1.36 -0.83 -0.65
F 2.247 6.058 -3.190 0.89 -0.97 -0.63
S 2.504 3.599 -2.293 1.69 -1.45 0.95
O 1.080 3.358 -2.560 -0.22 0.19 -0.28
O 3.371 2.433 -2.609 -1.23 1.72 0.18
O 2.749 4.195 -0.971 -0.31 -0.45 -0.96
C -1.183 -2.397 -6.039 0.50 2.32 0.06
F -1.000 -2.920 -4.865 0.06 -1.26 1.13
F -0.560 -3.150 -6.969 -1.45 0.64 0.54
F -2.524 -2.191 -6.181 1.29 -0.90 -0.88
S -0.370 -0.662 -5.923 2.01 0.39 -0.74
O -0.341 -0.218 -7.324 -0.29 -0.42 2.27
O -1.263 0.084 -5.001 -1.28 0.62 0.16
O 0.930 -0.801 -5.231 -1.07 -0.52 -1.13
C -4.698 4.658 2.402 -0.12 0.76 -4.11
F -5.874 4.409 1.753 1.64 0.26 0.74
F -4.226 5.906 1.966 -0.63 -2.89 0.97
F -4.854 4.613 3.647 -0.07 0.19 2.03
S -3.440 3.191 1.921 0.20 0.72 -1.21
O -3.957 1.929 2.469 0.14 0.90 -0.26
O -3.338 3.065 0.435 -0.40 0.17 1.56
O -2.158 3.584 2.481 -0.57 -0.24 -0.02
Cl -0.993 1.756 7.066 0.19 0.11 0.14
C -0.733 -0.032 7.023 -1.29 1.19 -1.30
C 0.658 -0.431 7.268 1.17 0.05 0.73
Cl 1.752 0.181 5.903 -0.62 -0.72 0.81
H -0.953 -0.263 5.981 -0.27 -0.32 0.15
H -1.539 -0.404 7.657 0.61 -0.45 0.20
H 0.683 -1.514 7.394 0.38 -0.08 -0.70
H 1.101 -0.041 8.185 -0.14 0.28 -0.16
C 2.928 -7.813 -0.988 0.42 0.22 -1.03
Cl 2.846 -9.028 0.208 -0.31 -1.14 0.84
Cl 3.727 -6.415 -0.300 0.15 0.70 -0.03
Cl 1.358 -7.421 -1.681 -0.13 0.11 0.06
H 3.548 -8.179 -1.807 -0.13 0.13 0.16
```
Positions in Å, forces in eV/Å.

=====

Entry 3:
# C5H11AgBr2F2NOPt2

A molecular structure, C5H11AgBr2F2NOPt2 at a distorted geometry (ωB97M-V/def2-TZVPD, OMol25).

Computed properties:
Frontier orbital gap (alpha / beta): 5.87 / 2.35 eV
Spin multiplicity: 6
E_HOMO (alpha / beta): -0.5315 / -0.5315 Eh
<S²>: 8.790
Charge: +2
Largest force on an atom: 1.66 eV Å⁻¹

Structure (XYZ):
```
25
Properties=species:S:1:pos:R:3:forces:R:3
Ag 2.611 2.347 6.939 -0.09 -0.17 -0.52
Pt 3.403 -0.307 5.012 -1.16 -0.58 0.49
Pt 0.096 0.922 4.984 1.10 -0.82 0.28
F 2.254 1.542 4.618 -0.49 0.34 0.29
F 1.327 -0.936 5.530 0.59 1.29 -0.52
Br 2.649 3.090 0.040 0.16 -1.16 0.19
C 2.811 1.359 1.030 1.57 0.37 -0.29
C 4.184 0.780 0.616 0.28 -0.10 1.04
Br 4.782 0.765 -1.277 -1.19 0.33 0.82
H 1.901 0.759 1.027 0.21 0.03 -0.92
H 3.001 1.580 2.080 -0.23 0.47 0.09
H 4.404 -0.164 1.114 -0.47 -0.80 -0.78
H 5.013 1.318 1.076 -0.34 0.87 -0.27
C 1.271 5.614 3.617 0.77 0.01 0.24
O 0.418 6.455 3.542 -0.02 -0.20 0.08
N 2.529 5.759 4.132 0.09 1.65 -0.05
C 3.464 4.704 4.104 1.19 -0.74 0.17
C 2.927 6.976 4.876 -0.68 -0.39 0.38
H 1.186 4.562 3.303 -0.56 -0.25 -0.46
H 4.502 5.028 4.171 -0.06 0.65 -0.55
H 3.401 4.031 3.249 -0.32 0.18 -0.11
H 3.483 4.067 4.988 -0.68 -0.57 0.78
H 3.922 7.344 4.626 -0.06 -0.30 -0.14
H 2.213 7.793 4.778 -0.08 -0.30 -0.50
H 2.866 6.698 5.928 0.43 0.18 0.27
```
Positions in Å, forces in eV/Å.

=====

Entry 4:
# C18H20FN3O2S

A molecular structure, C18H20FN3O2S at a distorted geometry (ωB97M-V/def2-TZVPD, OMol25).

Computed properties:
ΔE to the lowest compared entry with this formula, charge and spin: 1381.3 kJ/mol
Frontier orbital gap: 8.95 eV
Spin multiplicity: 1
E_HOMO: -0.3082 Eh
Charge: 0
Largest force on an atom: 17.75 eV Å⁻¹

Structure (XYZ):
```
45
Properties=species:S:1:pos:R:3:forces:R:3
C 1.224 -1.082 -0.797 2.15 -9.52 -3.50
N 1.478 -1.116 0.526 4.18 -1.53 5.26
C 0.578 -0.854 1.627 4.15 -2.50 -4.90
O 1.069 -1.014 2.702 -1.40 0.56 2.24
C -0.662 -0.460 1.009 -0.41 3.08 9.69
C -0.511 1.090 1.203 -0.64 -1.44 0.98
N -1.709 1.677 0.968 -9.14 -0.39 -0.64
C -3.178 0.964 1.263 4.79 3.30 -0.38
O -4.212 1.518 1.129 -0.39 1.10 -0.82
C -3.052 -0.326 1.814 -2.13 -6.06 3.64
C -1.747 -0.937 2.476 -2.39 0.33 -13.08
H -1.453 -0.587 3.293 2.67 2.82 6.77
H -1.667 -1.941 2.198 -0.30 -1.71 0.88
H -3.808 -0.404 2.770 1.01 0.41 -2.68
H -3.500 -1.069 0.971 1.05 1.51 2.06
C -1.835 2.969 0.426 -1.87 -1.95 -3.74
C -1.206 3.125 -1.089 -5.04 -6.38 9.37
C -1.236 2.015 -1.895 -1.62 -0.59 -0.62
C -0.896 2.112 -3.120 5.00 2.15 -3.64
C -0.038 3.285 -3.397 -2.94 -10.46 -9.54
C -0.089 4.230 -2.664 3.66 13.82 10.52
C -0.549 4.161 -1.186 3.61 6.02 -6.90
H -0.646 5.023 -0.554 0.49 0.10 0.18
H 0.549 5.263 -2.734 -1.58 -2.47 -0.85
H 0.122 3.174 -4.484 1.20 1.22 0.59
H -0.854 1.299 -3.823 -0.52 -0.17 -0.04
F -1.843 0.868 -1.747 -1.97 -2.44 2.99
H -1.628 3.657 1.144 2.05 2.76 1.58
H -2.900 3.210 0.323 -0.19 -0.60 -0.25
H 0.116 1.532 0.473 1.75 0.21 -0.38
H -0.360 1.402 2.265 1.75 -1.02 -0.59
H -1.025 -0.892 0.180 -0.96 -1.16 -2.96
C 2.845 -1.760 0.899 3.00 2.49 0.26
C 3.067 -3.197 0.285 -3.49 4.29 5.75
N 3.896 -3.614 -0.530 0.87 0.29 -1.10
C 3.603 -4.919 -0.556 6.70 -4.31 -7.30
C 2.616 -5.628 -0.130 -1.54 5.17 4.18
S 2.085 -4.312 1.177 -1.00 -1.63 -1.78
H 2.447 -6.605 -0.010 -0.59 -3.42 0.19
H 4.425 -5.459 -1.271 -2.05 0.78 1.52
H 3.749 -1.022 0.395 -2.55 -2.05 1.28
H 3.171 -1.734 2.168 -1.65 -0.20 -4.14
H 0.893 -0.243 -1.093 -2.96 6.04 -2.53
H 2.222 -1.327 -1.518 -2.57 0.71 2.24
H 0.448 -2.073 -1.087 1.80 2.81 0.16
```
Positions in Å, forces in eV/Å.

=====

Entry 5:
# C2H3N3O3

A single C2H3N3O3 molecule at a distorted geometry (ωB97M-V/def2-TZVPD, OMol25).

Computed properties:
ΔE to the lowest compared entry with this formula, charge and spin: 460.0 kJ/mol
Frontier orbital gap: 9.76 eV
Spin multiplicity: 1
E_HOMO: -0.3652 Eh
SMILES: Nc1nc(=O)n(O)o1
Charge: 0
Largest force on an atom: 6.22 eV Å⁻¹

Structure (XYZ):
```
11
Properties=species:S:1:pos:R:3:forces:R:3
N 0.004 -0.272 2.613 1.91 -1.76 -0.43
C 0.033 -0.199 1.203 -1.65 0.70 2.53
N 0.268 -1.295 0.434 -0.71 2.22 1.20
C 0.131 -0.810 -0.830 0.73 1.79 -3.52
O 0.040 -1.201 -1.991 0.02 -0.10 3.37
N 0.386 0.718 -0.702 -1.73 1.73 -0.67
O -0.309 1.587 -1.611 -4.14 -3.07 3.48
O -0.291 1.036 0.653 2.04 -3.44 -0.58
H 0.774 -1.234 2.725 -3.48 3.89 0.84
H -0.462 0.506 3.435 2.46 -3.29 -3.82
H -1.418 1.353 -1.213 4.55 1.33 -2.38
```
Positions in Å, forces in eV/Å.

=====

- Look up the largest force on an atom of the fifth one.
  6.22 eV Å⁻¹

=====

- charge of number 4 (C18H20FN3O2S)?
  0

=====

What did the fifth record say?
# C2H3N3O3

A single C2H3N3O3 molecule at a distorted geometry (ωB97M-V/def2-TZVPD, OMol25).

Computed properties:
ΔE to the lowest compared entry with this formula, charge and spin: 460.0 kJ/mol
Frontier orbital gap: 9.76 eV
Spin multiplicity: 1
E_HOMO: -0.3652 Eh
SMILES: Nc1nc(=O)n(O)o1
Charge: 0
Largest force on an atom: 6.22 eV Å⁻¹

Structure (XYZ):
```
11
Properties=species:S:1:pos:R:3:forces:R:3
N 0.004 -0.272 2.613 1.91 -1.76 -0.43
C 0.033 -0.199 1.203 -1.65 0.70 2.53
N 0.268 -1.295 0.434 -0.71 2.22 1.20
C 0.131 -0.810 -0.830 0.73 1.79 -3.52
O 0.040 -1.201 -1.991 0.02 -0.10 3.37
N 0.386 0.718 -0.702 -1.73 1.73 -0.67
O -0.309 1.587 -1.611 -4.14 -3.07 3.48
O -0.291 1.036 0.653 2.04 -3.44 -0.58
H 0.774 -1.234 2.725 -3.48 3.89 0.84
H -0.462 0.506 3.435 2.46 -3.29 -3.82
H -1.418 1.353 -1.213 4.55 1.33 -2.38
```
Positions in Å, forces in eV/Å.

=====

- The highest charge belongs to which entry?
  C5H11AgBr2F2NOPt2